Record 1
Molecular formula: C15H31N5O7Sc
Method: DFT, ωB97M-V with the def2-TZVPD basis set

## Properties
E_tot (eV): -58532.8655
HOMO-LUMO gap (alpha / beta) (hartree): 0.2678 / 0.2270
Net charge: +1

Structure (XYZ):
```
59
Properties=species:S:1:pos:R:3:forces:R:3:mulliken_charge:R:1
O -2.969 -2.060 -1.202 1.01 -0.06 -2.06 -0.509
H -2.802 -2.939 -0.788 0.15 0.44 -0.27 0.488
Sc -1.341 -0.852 -0.569 1.37 -0.29 2.73 -0.341
N 0.847 -1.423 -0.740 0.29 -0.50 0.30 0.650
N -0.983 -3.119 0.153 -0.83 1.20 -1.15 -0.078
N -0.658 0.770 -2.044 -1.14 2.78 -0.62 0.840
N -2.983 0.600 -0.976 -0.96 2.33 -1.34 0.642
O 1.799 -0.529 -1.072 -0.44 -0.21 -0.63 -0.946
O 0.538 0.804 -2.702 -0.48 0.10 0.82 -0.825
O -4.335 0.468 -0.629 0.81 -0.12 0.21 -0.535
O -1.567 -2.272 0.996 0.21 0.02 0.69 -0.407
C 0.333 -3.384 0.443 2.11 0.09 -0.03 0.394
C 1.317 -2.549 -0.146 -1.32 0.02 0.17 0.704
C -1.400 1.887 -2.107 3.16 -1.98 -0.21 0.477
C -2.692 1.793 -1.481 -1.80 -2.31 1.62 0.107
C 2.780 -2.780 -0.003 0.31 -0.20 0.05 -1.528
H 3.180 -2.277 0.892 -0.08 -0.08 -0.29 0.172
H 3.306 -2.393 -0.882 -0.10 -0.02 0.25 0.379
H 2.990 -3.853 0.091 -0.05 0.29 0.02 0.428
C 0.695 -4.455 1.416 -0.19 -0.27 0.28 -1.493
H -0.196 -5.045 1.654 0.23 0.08 0.01 0.374
H 1.081 -4.025 2.354 -0.08 -0.13 -0.24 0.264
H 1.464 -5.130 1.016 -0.19 0.17 0.09 0.426
C -0.937 3.158 -2.736 0.07 -0.03 -0.26 -1.566
C -3.648 2.930 -1.431 -0.24 0.10 -0.13 -1.429
H 0.054 3.021 -3.177 -0.27 0.02 0.09 0.393
H -0.885 3.962 -1.988 -0.09 -0.22 -0.13 0.343
H -1.639 3.475 -3.519 0.18 -0.03 0.17 0.384
H -4.552 2.618 -0.903 0.19 0.24 -0.17 0.421
H -3.911 3.268 -2.442 0.05 -0.09 0.19 0.336
H -3.196 3.786 -0.913 -0.01 -0.22 -0.11 0.343
H 1.174 0.217 -2.032 0.13 -0.08 -0.07 0.517
H -4.487 -0.492 -0.556 0.29 0.24 0.00 0.348
C -2.128 -1.984 -2.483 -1.98 -1.51 -0.14 -0.158
H -1.029 -1.811 -2.348 -0.52 -0.27 -0.02 0.263
H -2.589 -1.224 -3.122 0.19 -0.16 0.30 0.257
H -2.227 -2.976 -2.939 0.27 0.43 -0.08 0.523
O 0.533 -0.582 -5.201 0.39 0.02 0.81 -0.671
H 0.644 -0.079 -4.360 -0.07 -0.42 -0.82 0.401
H 1.330 -1.136 -5.267 -0.40 0.31 -0.03 0.311
O -0.737 0.383 1.008 -0.30 0.03 -0.19 -0.485
C 0.192 1.002 1.591 1.11 0.25 -0.24 0.454
C -0.031 1.635 2.942 -0.56 -0.20 -0.31 -0.953
C 0.838 1.025 4.043 0.20 0.00 0.28 -0.591
C 2.245 1.617 4.097 0.08 -0.18 0.17 -0.681
C 3.089 1.324 2.864 0.22 0.12 -0.04 -0.502
C 2.503 1.886 1.569 0.22 0.03 0.15 -0.968
N 1.400 1.097 1.035 -0.76 -0.18 -0.15 0.249
H 0.160 2.713 2.850 -0.08 -0.12 0.11 0.406
H -1.088 1.480 3.176 0.14 0.16 -0.08 0.282
H 0.345 1.199 5.008 0.07 -0.02 -0.23 0.386
H 0.897 -0.066 3.918 -0.07 0.18 0.00 0.313
H 2.173 2.704 4.234 0.01 -0.12 0.03 0.286
H 2.761 1.214 4.976 -0.07 0.14 -0.09 0.351
H 4.082 1.770 2.995 -0.14 -0.07 0.02 0.340
H 3.244 0.241 2.761 -0.04 0.15 -0.07 0.240
H 2.165 2.923 1.727 0.17 -0.23 -0.08 0.427
H 3.282 1.901 0.797 -0.28 0.02 0.12 0.442
H 1.574 0.561 0.148 -0.11 0.31 0.60 0.306
```
Forces are in eV/Å.

=====

Record 2
Molecular formula: C15H32Br9N2O6P
Method: DFT, ωB97M-V with the def2-TZVPD basis set

## Properties
E_tot (eV): -671012.0589
HOMO-LUMO gap (hartree): 0.3196
Energy relative to the best compared isomer or geometry (same formula, charge and spin) (kcal/mol): 0.0

Structure (XYZ):
```
65
Properties=species:S:1:pos:R:3:forces:R:3:mulliken_charge:R:1
C 3.356 -15.032 -4.045 0.67 -0.14 0.45 -0.154
O 3.190 -13.899 -3.636 -0.24 0.19 -0.10 -0.521
N 2.593 -16.095 -3.711 -0.50 0.47 0.07 0.390
C 2.906 -17.463 -4.062 0.05 0.64 0.16 -0.669
C 1.458 -15.853 -2.851 -0.34 -0.12 0.74 -0.550
H 4.242 -15.273 -4.652 -0.17 -0.22 -0.28 0.425
H 3.360 -18.001 -3.230 -0.16 -0.11 0.12 0.209
H 3.667 -17.431 -4.839 -0.26 -0.27 -0.28 0.136
H 1.972 -17.944 -4.345 0.21 -0.27 -0.37 0.242
H 1.649 -16.180 -1.822 0.07 -0.24 -0.07 0.289
H 1.235 -14.796 -2.750 0.19 0.11 -0.37 -0.062
H 0.550 -16.349 -3.195 0.14 -0.17 -0.18 0.198
C -0.856 -11.169 -3.563 0.59 0.33 0.04 0.239
O -1.800 -10.538 -3.985 -0.32 -0.16 -0.08 -0.627
N 0.148 -10.635 -2.830 0.37 0.03 0.50 0.146
C 1.145 -11.430 -2.152 0.55 -0.83 -0.20 -0.434
C 0.112 -9.265 -2.353 -0.94 0.12 -0.34 -0.956
H -0.658 -12.232 -3.778 -0.24 -0.08 -0.04 0.262
H 2.143 -11.011 -2.299 -0.09 0.30 0.22 0.362
H 1.283 -12.447 -2.530 -0.55 0.11 -0.39 -0.321
H 0.944 -11.550 -1.087 -0.05 0.31 0.08 0.310
H -0.436 -9.191 -1.407 0.37 -0.10 0.22 0.320
H 1.129 -8.896 -2.268 -0.01 0.10 0.13 0.301
H -0.472 -8.639 -3.028 0.23 -0.12 -0.26 0.317
C 7.556 -19.994 -5.642 -0.40 -0.30 0.48 -0.313
Br 6.071 -18.765 -5.786 0.27 0.15 0.12 0.043
Br 6.856 -21.766 -6.080 0.58 0.42 0.12 -0.016
Br 8.421 -19.946 -3.891 -0.38 -0.03 -0.56 -0.025
H 8.307 -19.675 -6.349 -0.04 -0.24 -0.18 0.359
C 4.902 -17.946 -0.844 1.02 -0.34 -0.25 -0.269
Br 5.361 -17.238 0.897 -0.40 -0.08 -0.42 -0.022
Br 5.540 -19.789 -1.007 -0.25 0.36 0.04 -0.031
Br 5.716 -16.875 -2.259 -0.09 -0.09 0.50 0.032
H 3.839 -17.990 -1.027 -0.08 0.26 0.30 0.305
C 3.231 -13.027 1.282 0.77 0.06 -0.35 -0.403
Br 3.169 -13.749 -0.516 -0.11 0.04 0.30 0.109
Br 2.763 -11.159 1.262 -0.16 -0.16 0.18 -0.060
Br 5.030 -13.233 1.979 -0.12 -0.04 0.09 -0.060
H 2.588 -13.583 1.949 -0.22 0.09 -0.13 0.452
C -0.954 -17.963 -6.574 0.16 0.84 0.36 -1.167
C -1.489 -16.754 -5.821 -0.53 -0.03 0.26 0.052
O -2.830 -17.032 -5.356 -0.45 -0.25 -0.14 -0.269
P -4.026 -16.033 -5.622 -0.22 0.72 0.42 0.881
O -3.924 -15.210 -6.835 0.12 -0.31 -0.02 -0.733
O -4.132 -15.193 -4.273 0.23 -0.22 -0.49 -0.262
C -4.865 -13.919 -4.351 0.03 -1.02 0.33 -0.157
C -5.082 -13.550 -2.899 0.22 0.16 -0.13 -1.249
O -5.318 -16.947 -5.517 0.13 0.11 -0.23 -0.272
C -5.707 -17.730 -6.671 0.52 -0.40 0.55 -0.043
C -6.765 -18.699 -6.200 -0.96 0.32 -0.63 -1.270
H -0.671 -18.750 -5.879 -0.10 -0.19 -0.14 0.277
H -1.701 -18.299 -7.289 0.05 -0.12 -0.03 0.368
H -0.071 -17.611 -7.110 0.07 -0.30 -0.09 0.343
H -0.959 -16.544 -4.891 0.44 0.07 -0.30 0.022
H -1.522 -15.868 -6.456 0.09 -0.02 0.02 0.401
H -4.254 -13.263 -4.963 -0.21 0.34 0.15 0.353
H -5.813 -14.163 -4.834 -0.02 0.43 -0.15 0.278
H -4.117 -13.503 -2.395 -0.03 -0.06 0.06 0.281
H -5.575 -12.592 -2.739 -0.08 0.00 -0.27 0.386
H -5.684 -14.343 -2.458 0.03 0.07 0.19 0.327
H -6.062 -17.073 -7.463 -0.03 0.06 0.06 0.303
H -4.818 -18.255 -7.033 -0.05 -0.02 -0.03 0.181
H -6.943 -19.462 -6.961 0.20 -0.11 0.10 0.389
H -6.583 -19.157 -5.233 0.39 -0.02 -0.05 0.323
H -7.716 -18.162 -6.130 0.04 -0.01 0.20 0.306
```
Forces are in eV/Å.

=====

Record 3
Molecular formula: C15H32Cr2F2O17P2
Method: DFT, ωB97M-V with the def2-TZVPD basis set

## Properties
E_tot (eV): -131740.1009
Multiplicity: 7
HOMO-LUMO gap (alpha / beta) (hartree): 0.1676 / 0.1837
<S²>: 12.06

Structure (XYZ):
```
70
Properties=species:S:1:pos:R:3:forces:R:3:mulliken_charge:R:1
Cr 2.184 0.725 -0.311 -1.44 -3.12 3.68 -1.265
Cr -0.983 0.587 1.808 4.25 -1.64 0.30 -0.368
C 3.221 -2.854 1.971 -0.87 0.03 0.35 -0.604
C 3.072 -3.923 2.929 0.40 -0.25 -0.16 0.197
C 1.787 -3.962 3.786 -0.24 0.11 0.03 0.212
O 1.629 -4.839 4.612 0.06 -0.03 -0.02 -0.628
C 0.807 -2.922 3.545 0.94 0.12 -0.05 -0.681
C 1.030 -1.893 2.670 -0.85 0.01 -0.20 0.013
C 2.303 -1.844 1.830 1.04 -0.32 -0.32 0.072
O 2.641 -0.875 1.024 -0.40 1.57 -1.04 0.424
O 0.081 -0.998 2.578 -1.05 1.39 -0.35 0.379
O 3.918 -4.786 3.085 -0.13 0.02 0.05 -0.633
H 4.106 -2.856 1.353 0.08 0.08 0.03 0.413
H -0.045 -2.897 4.209 -0.12 0.04 -0.10 0.567
P -0.211 0.494 -0.879 3.84 0.11 5.84 0.925
O 0.718 1.747 -1.224 -1.87 0.88 -3.53 -0.574
O 0.407 0.654 0.586 1.11 0.94 2.99 1.628
O 0.865 -0.628 -1.092 -1.65 -0.69 -3.24 -0.128
O -1.565 0.393 -0.112 -2.08 -0.50 -4.85 -0.404
O 2.528 1.812 1.366 0.47 0.90 0.24 0.388
P 1.822 2.053 2.656 -0.33 -0.65 -0.61 0.550
O 0.397 1.656 2.858 -0.60 0.33 0.48 -0.375
F 1.880 3.576 2.955 0.29 -0.11 0.18 -0.277
F 2.667 1.446 3.790 -0.01 0.33 0.08 -0.224
C -4.610 -2.103 1.483 0.57 0.50 -0.28 -1.287
C -3.155 -2.076 1.889 -0.35 0.05 0.00 0.759
O -2.518 -1.042 1.781 -0.29 0.68 0.39 -0.514
C -2.549 -3.338 2.381 0.28 -0.67 0.08 -0.902
H -4.912 -1.093 1.211 -0.09 -0.01 0.12 0.318
H -5.235 -2.507 2.274 -0.05 -0.21 -0.11 0.419
H -4.665 -2.693 0.565 -0.22 -0.25 0.18 0.296
H -3.069 -3.691 3.277 -0.08 0.18 0.01 0.447
H -1.485 -3.274 2.598 -0.02 0.29 -0.06 -0.097
H -2.694 -4.141 1.652 -0.10 0.13 -0.09 0.380
C -3.982 1.137 -2.556 0.58 0.13 -0.03 -0.618
O -4.032 0.436 -1.326 -0.20 -0.06 -0.13 -0.497
H -3.185 0.755 -3.209 -0.02 -0.02 0.05 0.222
H -4.908 1.026 -3.114 -0.19 -0.03 0.27 0.306
H -3.769 2.197 -2.380 -0.15 0.05 -0.18 0.231
H -3.134 0.447 -0.953 -0.27 -0.13 0.09 0.460
C -1.026 -3.182 -1.285 -0.25 0.34 0.02 -0.373
O 0.271 -3.223 -1.822 0.10 -0.07 -0.09 -0.663
H -1.572 -2.286 -1.623 -0.08 -0.15 -0.05 0.035
H -1.569 -4.063 -1.625 0.01 0.00 -0.02 0.408
H -1.048 -3.159 -0.188 0.21 -0.09 0.01 0.033
H 0.677 -2.361 -1.644 0.00 -0.18 0.13 0.427
C -1.383 3.812 1.224 0.69 0.23 -0.29 -0.514
O -1.889 2.498 1.491 -0.60 -0.52 0.41 0.068
H -0.350 3.700 0.901 -0.01 -0.07 0.12 -0.020
H -1.919 4.273 0.395 -0.18 -0.12 0.07 0.357
H -1.420 4.442 2.110 -0.09 -0.11 0.06 0.254
H -2.847 2.493 1.385 0.01 -0.03 -0.13 0.270
C -0.451 3.260 -4.163 0.03 -0.18 -0.22 -0.600
O -0.934 3.254 -2.837 -0.04 0.14 0.09 -0.529
H 0.512 3.770 -4.280 0.03 -0.02 0.19 0.234
H -0.351 2.238 -4.546 0.03 0.05 -0.10 0.247
H -1.158 3.793 -4.796 -0.12 -0.05 0.10 0.297
H -0.297 2.774 -2.282 0.07 0.23 -0.10 0.310
C 3.128 3.374 -2.117 -0.31 0.19 -0.58 -0.674
O 3.458 2.482 -1.046 0.29 0.65 -0.60 -0.296
H 3.642 4.329 -2.020 -0.02 -0.02 0.21 0.464
H 3.397 2.970 -3.097 0.15 -0.23 0.18 0.228
H 2.053 3.541 -2.127 0.01 0.04 0.17 0.059
H 4.211 2.876 -0.598 -0.05 -0.37 0.39 0.303
C 3.001 -0.142 -3.089 0.37 -0.69 -0.55 -0.497
O 3.529 -0.203 -1.748 -0.15 0.46 -0.74 -0.297
H 2.420 -1.042 -3.291 -0.36 0.25 0.15 0.293
H 2.426 0.767 -3.228 -0.16 -0.05 0.18 -0.011
H 3.807 -0.160 -3.828 0.14 0.29 0.21 0.374
H 4.327 -0.736 -1.797 -0.01 -0.07 0.69 0.288
```
Forces are in eV/Å.

=====

Record 4
Molecular formula: C15H32INO6S
Method: DFT, ωB97M-V with the def2-TZVPD basis set

## Properties
E_tot (eV): -48780.3287
HOMO-LUMO gap (hartree): 0.3560

Structure (XYZ):
```
56
Properties=species:S:1:pos:R:3:forces:R:3:mulliken_charge:R:1
O 1.479 -0.055 0.137 0.43 -0.06 -0.41 -0.308
N 1.655 0.910 -0.489 0.68 -0.78 1.04 0.279
O 0.428 1.402 -0.963 -1.14 1.35 -0.52 -0.186
C 0.112 2.622 -0.281 -0.57 0.42 0.25 -0.368
C -1.298 2.461 0.400 0.12 -1.34 -0.58 0.018
I -1.438 3.325 2.383 0.15 0.47 -0.47 0.127
C -2.567 2.703 -0.494 0.72 0.08 1.01 -0.493
O -3.598 2.062 0.293 0.41 -1.57 0.27 -0.298
S -2.997 0.555 0.554 1.09 -2.28 0.15 1.168
O -3.220 -0.075 1.853 -0.54 1.84 -2.49 -0.548
O -3.209 -0.225 -0.669 0.43 1.76 2.32 -0.591
O -1.404 1.044 0.653 -1.79 0.28 -0.37 -0.206
H 0.846 2.840 0.507 -0.17 -0.15 -0.31 0.294
H 0.088 3.478 -0.974 0.01 -0.30 0.11 0.274
H -2.407 2.130 -1.424 -0.18 0.53 0.12 0.433
H -2.897 3.739 -0.611 0.32 -0.26 -0.13 0.318
C 3.828 3.691 0.280 0.10 0.28 0.08 -0.803
C 4.329 4.157 -1.082 -0.11 -0.11 -0.03 -0.453
C 4.740 3.006 -2.001 0.04 0.04 -0.11 -0.605
C 5.902 2.152 -1.491 -0.03 0.00 0.12 -0.670
C 7.194 2.918 -1.206 0.02 -0.10 -0.10 -0.404
C 7.789 3.582 -2.442 0.05 0.09 0.11 -1.194
H 4.605 3.168 0.839 -0.04 -0.03 0.00 0.291
H 3.511 4.547 0.880 0.00 -0.06 0.04 0.427
H 2.976 3.022 0.170 0.08 -0.08 0.00 -0.076
H 5.158 4.857 -0.950 0.00 -0.01 -0.03 0.290
H 3.529 4.720 -1.574 0.06 0.03 -0.01 0.353
H 4.991 3.414 -2.984 0.01 -0.02 0.01 0.350
H 3.876 2.353 -2.160 -0.01 0.02 0.02 0.275
H 6.107 1.372 -2.230 0.01 0.01 0.01 0.387
H 5.596 1.628 -0.580 -0.02 -0.01 -0.02 0.294
H 7.928 2.215 -0.801 -0.03 0.03 0.04 0.375
H 7.029 3.669 -0.428 -0.02 -0.02 0.00 0.235
H 7.998 2.843 -3.219 -0.03 0.02 -0.02 0.293
H 8.727 4.080 -2.191 -0.01 0.00 -0.07 0.377
H 7.118 4.336 -2.858 0.01 -0.02 -0.03 0.282
C -4.932 -3.239 -0.653 -0.11 0.02 0.00 -0.828
C -5.611 -3.633 0.654 0.07 0.08 0.00 -0.457
C -4.646 -3.706 1.837 -0.06 -0.02 0.10 -0.387
C -3.537 -4.752 1.708 0.01 0.01 -0.12 -0.663
C -4.019 -6.187 1.496 0.09 0.02 0.12 -0.403
C -4.846 -6.725 2.657 -0.05 -0.09 -0.12 -1.188
H -4.187 -3.976 -0.960 0.01 0.04 -0.01 0.281
H -5.672 -3.163 -1.453 0.07 0.02 -0.03 0.375
H -4.438 -2.268 -0.554 -0.02 -0.17 -0.05 0.023
H -6.132 -4.587 0.526 0.00 0.00 0.04 0.303
H -6.381 -2.891 0.884 -0.01 -0.05 0.02 0.349
H -5.221 -3.896 2.749 0.03 -0.01 0.00 0.305
H -4.181 -2.726 1.977 -0.02 0.00 -0.02 0.110
H -2.920 -4.715 2.611 0.00 -0.02 0.00 0.386
H -2.874 -4.479 0.881 -0.01 0.02 0.02 0.311
H -3.142 -6.829 1.366 -0.02 0.01 -0.05 0.354
H -4.593 -6.264 0.568 0.02 0.03 0.00 0.239
H -4.277 -6.694 3.589 -0.03 0.03 0.01 0.291
H -5.131 -7.763 2.472 -0.02 0.02 0.06 0.378
H -5.765 -6.153 2.797 0.02 0.00 0.03 0.284
```
Forces are in eV/Å.

=====

Q: E_tot of number 1 (C15H31N5O7Sc)?
A: -58532.8655 eV

=====

Q: The lowest E_tot belongs to which entry?
A: C15H32Br9N2O6P

=====

Q: Which value of E_tot does entry 4 give?
A: -48780.3287 eV